Record 1
Here is a 13-piece molecular cluster, C28H87N21O13 overall from the Open Molecules 2025 dataset. Energies are from wB97M-V/def2-TZVPD.

Geometry as ORCA input:
```
! RIJCOSX wB97M-V def2-TZVPD def2/J DEFGRID3
* xyz 0 1
C 18.709 12.457 8.273
O 18.816 11.679 7.388
N 17.832 13.433 8.391
N 19.541 12.567 9.260
H 17.930 13.972 9.240
H 17.142 13.578 7.668
H 19.544 13.206 10.042
H 20.294 11.894 9.277
C 18.462 6.989 0.361
O 18.028 5.819 0.473
N 19.600 7.394 -0.232
N 17.812 8.005 0.810
H 19.874 8.339 -0.459
H 20.138 6.683 -0.706
H 16.900 7.983 1.245
H 18.382 8.839 0.794
C 20.693 10.847 -0.001
O 19.959 11.795 -0.261
N 20.690 10.186 1.081
N 21.568 10.328 -0.865
H 20.076 10.392 1.856
H 21.349 9.435 1.225
H 21.699 10.825 -1.734
H 22.214 9.697 -0.411
C 16.329 9.070 7.513
O 15.524 8.530 8.199
N 16.012 9.863 6.563
N 17.610 9.066 7.750
H 16.655 10.597 6.302
H 15.037 9.852 6.300
H 18.194 9.818 7.414
H 17.995 8.545 8.525
C 15.084 13.263 6.573
O 15.621 14.221 7.087
N 14.396 12.369 7.195
N 15.274 12.776 5.398
H 14.318 12.293 8.199
H 13.970 11.649 6.630
H 14.659 12.084 4.993
H 15.809 13.347 4.758
C 15.918 2.973 4.724
O 14.765 2.713 5.044
N 16.738 2.185 4.040
N 16.613 4.108 4.902
H 17.658 2.517 3.790
H 16.330 1.279 3.863
H 17.616 4.169 4.797
H 16.141 4.665 5.600
C 12.959 10.399 4.409
O 13.234 10.521 5.544
N 11.744 10.597 4.014
N 13.760 10.219 3.390
H 11.558 10.703 3.027
H 10.965 10.934 4.562
H 13.295 9.973 2.528
H 14.714 9.935 3.563
C 23.043 7.090 1.105
O 22.780 8.177 0.703
N 23.798 6.233 0.501
N 22.488 6.626 2.104
H 24.063 5.357 0.928
H 24.486 6.591 -0.146
H 22.665 5.744 2.564
H 22.061 7.380 2.623
C 20.004 6.973 5.234
C 19.960 8.122 4.291
C 18.953 9.238 4.523
O 18.815 9.851 3.251
C 17.828 10.844 3.280
N 21.311 8.591 3.891
H 20.707 6.146 5.132
H 19.025 6.495 5.195
H 19.934 7.339 6.259
H 19.559 7.600 3.421
H 19.281 9.898 5.326
H 18.000 8.792 4.808
H 17.721 11.395 2.346
H 18.124 11.643 3.961
H 16.830 10.685 3.689
H 21.796 8.951 4.701
H 21.144 9.367 3.267
C 20.053 3.299 6.921
C 20.560 2.392 5.826
C 20.807 3.116 4.459
O 19.496 3.333 3.888
C 19.499 3.570 2.435
N 21.864 1.907 6.341
H 20.795 4.081 7.075
H 19.856 2.734 7.832
H 19.194 3.885 6.592
H 19.931 1.524 5.628
H 21.384 2.486 3.783
H 21.232 4.116 4.540
H 19.991 2.763 1.893
H 19.868 4.565 2.186
H 18.544 3.367 1.950
H 21.738 1.068 6.890
H 22.549 1.658 5.641
C 22.534 11.737 6.347
C 22.980 10.426 7.154
C 21.871 9.837 8.033
O 21.387 10.728 8.970
C 22.344 11.168 9.866
N 23.419 9.443 6.126
H 23.384 12.161 5.812
H 22.465 12.484 7.139
H 21.618 11.756 5.758
H 23.919 10.512 7.702
H 22.404 9.066 8.590
H 21.019 9.473 7.460
H 23.037 11.961 9.586
H 22.803 10.323 10.380
H 21.740 11.774 10.541
H 24.370 9.713 5.918
H 23.580 8.557 6.583
C 15.001 10.292 -2.887
C 16.247 10.808 -2.130
C 16.602 12.195 -2.606
O 17.035 12.149 -3.915
C 17.501 13.349 -4.468
N 16.123 10.796 -0.685
H 14.094 10.881 -2.755
H 14.874 9.251 -2.589
H 15.183 10.143 -3.951
H 16.986 10.046 -2.377
H 17.359 12.707 -2.013
H 15.737 12.859 -2.583
H 18.365 13.753 -3.941
H 16.770 14.152 -4.377
H 17.643 13.180 -5.535
H 17.009 11.052 -0.276
H 15.930 9.820 -0.506
C 22.050 12.591 2.768
C 22.777 13.787 3.336
C 23.807 14.443 2.417
O 24.181 15.825 2.749
C 24.598 16.523 1.576
N 21.820 14.751 3.696
H 22.736 11.925 2.245
H 21.309 12.757 1.985
H 21.504 12.108 3.579
H 23.198 13.505 4.301
H 23.464 14.490 1.384
H 24.702 13.829 2.520
H 23.922 16.553 0.722
H 25.504 16.002 1.268
H 24.913 17.550 1.761
H 21.432 15.043 2.811
H 22.293 15.583 4.019
*
```

Summary:
HOMO-LUMO gap: 8.974 eV

***

Record 2
Here is a 29-piece molecular cluster, C28H90BrN4O30S2 overall from the Open Molecules 2025 dataset. Energies are from wB97M-V/def2-TZVPD.

Geometry as ORCA input:
```
! RIJCOSX wB97M-V def2-TZVPD def2/J DEFGRID3
* xyz 1 1
N 0.705 2.639 -7.878
C -0.358 2.046 -6.999
C -0.562 2.969 -5.732
C -2.098 3.216 -5.388
C -2.666 2.130 -4.368
C -1.929 2.158 -3.008
C -1.691 3.439 -2.341
N -1.016 3.539 -1.143
Br -0.763 5.268 -0.444
C -0.522 2.424 -0.470
C -0.711 1.078 -0.987
C -0.217 -0.208 -0.276
C -0.671 -0.299 1.282
C 0.248 -1.386 1.927
S -0.128 -1.688 3.730
C 1.075 -3.041 4.130
S 0.772 -4.508 3.461
N 2.194 -2.665 4.973
C 2.062 -3.164 6.344
C 3.027 -2.628 7.341
C 3.056 -3.052 8.734
C 2.077 -4.059 9.157
C 1.098 -4.570 8.224
C 1.079 -4.129 6.811
C 3.484 -3.091 4.433
C 4.401 -2.143 3.779
C 5.710 -2.574 3.272
C 6.154 -3.963 3.363
C 5.250 -4.920 4.001
C 3.966 -4.485 4.531
C -1.423 0.961 -2.291
C -1.656 -0.426 -2.985
O -0.696 -1.144 -3.116
O -2.919 -0.697 -3.405
C -3.026 -1.988 -4.059
C -2.400 -2.041 -5.496
N -3.238 -1.368 -6.535
H 0.464 2.502 -8.864
H 1.587 2.153 -7.687
H 0.024 1.028 -6.707
H -1.272 1.964 -7.640
H -0.139 3.981 -5.983
H 0.011 2.578 -4.841
H -2.663 3.154 -6.361
H -2.208 4.238 -4.949
H -3.748 2.406 -4.206
H -2.592 1.143 -4.899
H -2.088 4.360 -2.838
H 0.030 2.600 0.486
H -0.577 -1.151 -0.753
H 0.909 -0.295 -0.252
H -0.610 0.720 1.743
H -1.759 -0.591 1.247
H 0.105 -2.385 1.428
H 1.308 -1.031 1.843
H 3.773 -1.864 6.994
H 3.815 -2.593 9.404
H 2.104 -4.414 10.212
H 0.339 -5.332 8.512
H 0.312 -4.539 6.122
H 4.141 -1.062 3.678
H 6.408 -1.827 2.791
H 7.134 -4.304 2.954
H 5.504 -5.998 4.099
H 3.259 -5.202 5.025
H -2.639 -2.802 -3.381
H -4.128 -2.199 -4.176
H -2.273 -3.121 -5.775
H -1.396 -1.529 -5.510
H -3.606 -2.101 -7.151
H -2.579 -0.862 -7.139
O 3.229 -0.686 10.780
H 2.287 -0.810 10.948
H 3.255 -0.193 9.949
O -2.226 -2.662 -0.114
H -3.169 -2.798 0.083
H -2.232 -2.179 -0.948
O 5.182 1.335 9.419
H 5.232 1.155 10.365
H 5.999 1.814 9.229
O -4.762 -3.646 0.538
H -4.772 -4.371 1.174
H -5.634 -3.677 0.135
O 6.605 2.482 6.896
H 5.662 2.362 7.061
H 6.639 2.971 6.066
O -1.168 3.164 2.562
H -2.109 3.032 2.741
H -1.156 3.641 1.728
O 2.811 1.285 0.101
H 3.132 1.208 -0.806
H 1.913 1.614 0.004
O -2.475 1.142 4.211
H -1.893 0.375 4.223
H -1.866 1.887 4.271
O -1.360 2.919 -10.159
H -2.294 2.782 -9.964
H -1.364 3.415 -10.990
O -2.728 -4.466 2.731
H -2.146 -5.234 2.750
H -2.124 -3.714 2.779
O 0.418 8.807 -1.049
H 0.242 7.886 -0.835
H 0.145 9.286 -0.258
O 2.418 1.867 10.940
H 3.031 1.313 11.438
H 2.916 2.675 10.773
O -1.607 -1.787 6.685
H -1.294 -1.871 5.775
H -2.505 -1.446 6.595
O 2.705 0.343 5.390
H 2.531 -0.587 5.597
H 2.440 0.814 6.189
O -7.050 -5.026 0.656
H -7.060 -5.752 1.292
H -7.927 -5.059 0.251
O -0.112 2.225 -12.541
H -0.030 2.040 -11.597
H 0.690 2.717 -12.754
O -2.189 6.398 -5.497
H -1.297 6.632 -5.795
H -2.636 6.106 -6.300
O -1.629 7.776 1.149
H -1.658 7.060 1.797
H -2.504 7.760 0.741
O 0.001 8.181 -5.215
H 0.066 7.997 -4.271
H 0.808 8.668 -5.414
O -3.398 4.971 -9.451
H -2.516 5.208 -9.763
H -3.859 4.679 -10.247
O -4.555 3.126 -6.889
H -5.495 2.996 -6.715
H -4.536 3.626 -7.717
O 2.708 3.277 -13.479
H 3.591 3.514 -13.782
H 2.255 2.979 -14.278
O 3.486 -6.773 2.210
H 3.025 -7.601 2.388
H 2.844 -6.091 2.445
O -8.302 -2.408 0.449
H -7.697 -3.161 0.476
H -7.724 -1.638 0.493
O 6.611 0.330 2.037
H 6.964 1.226 1.966
H 5.757 0.380 1.592
O 7.529 1.456 4.340
H 6.805 0.839 4.179
H 8.258 0.894 4.625
O -3.517 -6.712 0.117
H -3.145 -5.824 0.049
H -4.364 -6.646 -0.342
O -3.946 -8.687 -2.037
H -3.477 -8.527 -1.207
H -3.524 -9.473 -2.400
*
```

Summary:
HOMO-LUMO gap: 5.377 eV

***

Record 3
Here is a 16-piece molecular cluster, C28H92N4O20 overall from the Open Molecules 2025 dataset. Energies are from wB97M-V/def2-TZVPD.

Geometry as ORCA input:
```
! RIJCOSX wB97M-V def2-TZVPD def2/J DEFGRID3
* xyz 0 1
C 5.214 -4.374 -2.900
O 4.079 -5.151 -2.706
C 2.915 -4.809 -3.522
C 1.564 -5.532 -3.034
N 1.454 -7.022 -3.267
C 2.525 -7.811 -2.739
C 2.107 -9.336 -2.824
O 1.714 -9.763 -4.149
C 1.788 -11.228 -4.419
H 6.037 -4.768 -2.305
H 4.974 -3.336 -2.668
H 5.532 -4.193 -3.927
H 3.023 -4.971 -4.595
H 2.747 -3.733 -3.486
H 0.578 -5.211 -3.369
H 1.538 -5.284 -1.973
H 0.648 -7.341 -2.747
H 2.735 -7.804 -1.670
H 3.441 -7.543 -3.265
H 1.242 -9.517 -2.185
H 2.918 -9.949 -2.432
H 1.380 -11.927 -3.689
H 2.868 -11.369 -4.470
H 1.311 -11.530 -5.352
C -4.523 8.547 1.017
O -3.788 8.120 -0.178
C -3.599 6.716 -0.305
C -2.855 6.401 -1.669
N -1.636 7.178 -1.661
C -1.204 7.363 -3.038
C -0.025 8.289 -3.031
O -0.225 9.679 -2.585
C 0.877 10.495 -2.481
H -4.570 9.634 1.085
H -3.952 8.084 1.821
H -5.540 8.163 1.089
H -4.567 6.215 -0.322
H -3.012 6.273 0.499
H -3.589 6.785 -2.378
H -2.612 5.339 -1.699
H -1.965 8.082 -1.354
H -1.993 7.706 -3.707
H -0.966 6.377 -3.436
H 0.565 8.266 -3.947
H 0.822 7.990 -2.414
H 1.403 10.654 -3.422
H 1.565 10.208 -1.685
H 0.548 11.489 -2.177
C 10.122 1.246 5.172
O 9.612 1.132 3.832
C 8.645 0.157 3.499
C 7.221 0.425 4.183
N 6.844 -0.610 5.092
C 5.388 -0.803 5.126
C 4.786 -1.545 3.916
O 5.037 -2.933 3.843
C 4.134 -3.704 2.995
H 10.900 0.506 5.363
H 9.504 1.401 6.057
H 10.595 2.226 5.103
H 9.016 -0.850 3.691
H 8.414 0.255 2.439
H 6.558 0.539 3.325
H 6.991 1.414 4.580
H 7.332 -1.462 4.855
H 4.898 0.167 5.046
H 5.059 -1.292 6.044
H 5.180 -1.160 2.975
H 3.764 -1.166 3.888
H 4.799 -3.898 2.154
H 3.233 -3.221 2.616
H 3.794 -4.678 3.347
C -3.824 2.741 -0.442
O -4.252 1.417 -0.421
C -3.638 0.536 0.521
C -2.167 0.104 0.241
N -1.527 -0.431 1.492
C -2.109 -1.679 1.891
C -1.528 -2.897 1.098
O -0.166 -2.947 1.463
C 0.356 -4.307 1.317
H -2.738 2.832 -0.421
H -4.272 3.332 0.357
H -4.130 3.112 -1.420
H -4.291 -0.337 0.497
H -3.791 0.973 1.507
H -1.503 0.876 -0.148
H -2.203 -0.670 -0.526
H -1.846 0.232 2.184
H -3.182 -1.490 1.936
H -1.995 -1.806 2.967
H -1.506 -2.860 0.009
H -2.039 -3.749 1.545
H 1.444 -4.284 1.371
H 0.196 -4.834 0.377
H -0.036 -4.970 2.088
C -5.155 4.125 -4.333
O -3.890 3.854 -3.792
H -5.224 5.162 -4.660
H -5.306 3.482 -5.199
H -6.020 3.907 -3.707
H -3.735 2.908 -3.850
C 2.623 -2.417 -0.640
O 1.378 -1.754 -0.574
H 3.338 -2.063 0.103
H 2.452 -3.490 -0.551
H 3.138 -2.264 -1.588
H 1.008 -2.102 0.241
C -3.465 -5.707 3.705
O -3.453 -6.718 2.679
H -3.209 -4.758 3.233
H -4.436 -5.576 4.183
H -2.742 -5.886 4.500
H -3.874 -7.484 3.075
C -5.264 0.055 -3.920
O -4.337 1.128 -3.955
H -4.800 -0.928 -4.007
H -5.931 0.067 -3.058
H -5.909 0.242 -4.778
H -3.661 0.960 -3.294
O 0.061 3.517 -1.930
H 0.159 2.569 -1.846
H -0.477 3.634 -2.714
O -6.821 1.893 -0.975
H -5.873 1.766 -0.941
H -6.972 2.701 -0.484
O -1.635 1.252 -3.104
H -0.851 0.839 -2.742
H -1.302 1.981 -3.627
O -0.654 -0.269 4.884
H -0.745 -1.080 5.384
H -0.130 -0.514 4.121
O -6.848 4.484 0.098
H -7.520 5.153 -0.030
H -6.334 4.799 0.841
O -4.987 1.310 3.995
H -5.444 1.627 3.216
H -4.061 1.459 3.807
O -2.308 1.851 3.804
H -1.854 2.692 3.763
H -1.847 1.361 4.484
O 1.004 0.182 2.065
H 1.214 0.641 1.251
H 0.133 -0.185 1.915
*
```

Summary:
HOMO-LUMO gap: 8.491 eV